The following is a quantum chemistry calculation of C34H27Cl2N6O3S2Ti as an isolated structure, from the OMol25 dataset.

Calculated values
- Energy relative to the best compared isomer or geometry (same formula, charge and spin): 0.0 kcal per mole
- 2S+1: 2
- Frontier orbital gap (spin up / spin down): 0.280 / 0.288 Eh
- LUMO level (spin up / spin down): -0.436 / -0.385 eV

Last column: Löwdin spin population.
Geometry (Å):
Ti  -0.1448  0.6544  -0.3070  0.9409
Cl  2.4515  -2.9575  -0.0961  0.0000
C  0.9941  -3.8231  -0.5847  0.0000
Cl  0.2696  -3.1518  -2.0546  0.0001
H  0.2636  -3.7250  0.2092  -0.0001
H  1.2555  -4.8561  -0.7803  0.0000
C  -2.9650  2.5829  -1.3902  0.0015
C  -3.1626  1.9844  -0.0293  0.0061
C  -4.3265  2.4070  0.6725  -0.0005
C  -4.6227  1.8606  1.8763  0.0050
C  -3.7931  0.8408  2.4026  0.0000
C  -4.0987  0.1865  3.6177  -0.0005
C  -3.2942  -0.8251  4.0581  -0.0007
C  -2.1749  -1.2197  3.3042  -0.0007
C  -1.8398  -0.5978  2.1249  -0.0004
S  -0.4592  -1.1566  1.1845  -0.0144
C  -2.6539  0.4760  1.6679  0.0036
N  -2.3323  1.0937  0.4740  0.0054
H  -2.8229  3.6621  -1.3102  0.0002
H  -3.8779  2.4115  -1.9656  0.0004
H  -2.1249  2.1611  -1.9265  0.0005
H  -4.9499  3.1658  0.2206  -0.0001
H  -5.4967  2.1752  2.4333  0.0003
H  -4.9721  0.4969  4.1761  0.0000
H  -3.5172  -1.3376  4.9846  0.0000
H  -1.5596  -2.0395  3.6524  -0.0001
O  1.3586  1.3627  1.2012  0.0094
C  2.7267  1.5228  0.7582  0.0017
C  2.7132  1.0421  -0.7082  0.0033
O  3.5938  1.3271  -1.4852  -0.0006
O  1.6887  0.2880  -0.9918  0.0157
C  3.1168  2.9777  0.9362  0.0003
C  3.4710  3.4234  2.2070  0.0000
C  3.7239  4.7656  2.4429  0.0000
C  3.6377  5.6776  1.4030  -0.0001
C  3.2973  5.2396  0.1323  0.0000
C  3.0337  3.8990  -0.1027  -0.0001
C  3.6489  0.5668  1.5056  0.0001
C  3.1530  -0.4469  2.3111  -0.0001
C  4.0297  -1.3177  2.9490  0.0000
C  5.3962  -1.1877  2.7734  0.0000
C  5.8927  -0.1826  1.9505  0.0000
C  5.0247  0.6902  1.3201  0.0000
H  1.2611  1.7507  2.0786  0.0020
H  3.5604  2.7133  3.0216  0.0000
H  3.9848  5.0973  3.4390  0.0000
H  3.8221  6.7281  1.5831  0.0000
H  3.2262  5.9489  -0.6820  0.0000
H  2.7733  3.5685  -1.0989  0.0000
H  2.0851  -0.5798  2.4207  -0.0002
H  3.6340  -2.1078  3.5740  0.0000
H  6.0752  -1.8700  3.2679  0.0000
H  6.9595  -0.0815  1.8008  0.0000
H  5.4075  1.4702  0.6744  0.0000
N  0.8409  0.8587  -3.5363  0.0051
C  -0.3957  0.3942  -3.3784  0.0042
N  -0.9288  0.0297  -2.2218  0.0066
C  -2.2117  -0.5109  -2.4399  0.0035
C  -3.0087  -1.1302  -1.4797  0.0004
C  -4.2627  -1.5859  -1.8462  0.0000
C  -4.7315  -1.4493  -3.1517  -0.0003
C  -3.9323  -0.8764  -4.1241  0.0002
C  -2.6750  -0.4244  -3.7518  0.0003
S  -1.4383  0.2646  -4.7665  0.0004
H  1.4971  0.7070  -2.7705  0.0003
H  1.1849  1.0737  -4.4541  0.0002
H  -2.6354  -1.2751  -0.4770  0.0002
H  -4.8829  -2.0688  -1.1024  0.0000
H  -5.7160  -1.8122  -3.4133  0.0000
H  -4.2728  -0.7941  -5.1473  0.0000
N  -0.0332  2.6655  -0.7610  0.0008
C  -0.2708  3.7740  -0.4469  0.0009
N  -0.6008  4.9767  -0.2328  -0.0005
C  -0.3196  5.5595  0.9298  0.0001
N  -0.1301  6.1350  1.9131  -0.0005